{"formula": "C19H25FeN2", "method": "wB97M-V/def2-TZVPD", "species": ["C", "C", "N", "C", "C", "C", "C", "N", "C", "H", "H", "H", "H", "H", "H", "H", "H", "H", "H", "H", "H", "C", "C", "C", "C", "C", "C", "C", "Fe", "C", "C", "C", "C", "C", "H", "H", "H", "H", "H", "H", "H", "H", "H", "H", "H", "H", "H"], "xyz": [[0.4887, 1.9711, -4.1026], [0.3262, 1.7567, -2.6138], [0.3846, 0.3494, -2.2010], [1.1305, -0.4218, -2.9088], [1.4896, -1.8759, -2.5921], [2.5839, -2.2191, -3.6096], [2.7025, -1.0380, -4.5736], [1.7441, -0.0831, -4.0709], [1.7095, 1.2407, -4.6224], [-0.4003, 1.5990, -4.6232], [0.5830, 3.0369, -4.3234], [1.1276, 2.3124, -2.0935], [-0.6381, 2.1392, -2.2646], [1.8253, -1.9878, -1.5552], [0.6023, -2.5080, -2.7251], [3.5429, -2.3614, -3.1060], [2.3510, -3.1323, -4.1582], [3.7132, -0.6031, -4.5627], [2.4794, -1.3139, -5.6145], [1.7040, 1.1704, -5.7166], [2.6227, 1.7868, -4.3273], [-1.6082, -1.0792, -0.3330], [-2.2104, -0.9682, 1.0131], [-2.0576, 0.1126, 1.8852], [-2.9402, 0.4447, 3.0377], [-2.5022, 1.6943, 3.6033], [-1.2932, 2.1142, 2.9131], [-0.9777, 1.1358, 1.9045], [-1.1102, 0.2953, 3.6718], [0.7221, 0.2217, 4.3762], [0.3230, -1.0638, 3.8186], [-0.8782, -1.4979, 4.5137], [-1.2215, -0.4868, 5.4962], [-0.2344, 0.5755, 5.4160], [-1.2170, -2.0968, -0.4939], [-2.3729, -0.9299, -1.1169], [-0.7902, -0.3641, -0.5356], [-2.9257, -1.7357, 1.3063], [-3.8277, -0.1360, 3.2836], [-3.0125, 2.2443, 4.3886], [-0.7287, 3.0258, 3.0921], [-0.1762, 1.1493, 1.1725], [1.6331, 0.7639, 4.1411], [0.8875, -1.6473, 3.0963], [-1.3735, -2.4583, 4.3947], [-2.0173, -0.5595, 6.2339], [-0.1627, 1.4280, 6.0859]], "forces_ev_per_angstrom": [[-0.383, 0.120, -0.424], [0.034, -0.332, 0.396], [1.103, -0.396, -0.524], [-0.773, 0.419, 1.064], [-0.464, 0.329, -0.052], [0.377, -0.445, 0.057], [-0.104, 0.241, 0.000], [0.599, -0.136, -0.930], [0.258, 0.222, 0.164], [0.044, 0.028, 0.026], [-0.070, -0.022, -0.043], [-0.319, -0.161, 0.043], [0.222, 0.138, -0.039], [-0.191, 0.155, -0.238], [0.155, 0.200, 0.115], [-0.114, -0.138, -0.042], [0.080, -0.011, 0.107], [-0.068, -0.053, -0.039], [-0.005, 0.060, 0.121], [-0.004, 0.050, 0.069], [-0.068, -0.047, -0.129], [0.381, -0.045, -0.140], [-0.259, -0.587, 0.328], [-0.427, 1.792, 0.102], [-0.848, 0.524, -1.519], [-0.847, 1.030, -0.873], [-0.791, 0.992, -0.975], [-1.361, 0.422, -1.390], [0.423, -1.420, -0.309], [0.733, -1.437, -0.414], [2.866, 1.017, 0.562], [-1.260, -0.309, 2.834], [-0.061, -2.006, -0.059], [1.447, -0.273, 1.923], [0.068, 0.097, -0.125], [0.127, 0.069, -0.074], [-0.613, -0.474, 0.266], [-0.062, 0.072, -0.073], [0.113, 0.253, 0.016], [0.112, -0.032, -0.093], [-0.167, -0.102, 0.059], [-0.029, 0.178, 0.165], [-0.229, -0.037, -0.033], [-0.069, 0.077, 0.223], [0.167, 0.192, 0.064], [0.127, 0.068, -0.239], [0.153, -0.282, 0.072]], "lowdin_charge": [-0.185, -0.218, 0.074, -0.325, -0.079, -0.161, -0.165, -0.092, -0.176, 0.115, 0.108, 0.118, 0.111, 0.120, 0.115, 0.104, 0.102, 0.116, 0.115, 0.119, 0.125, -0.157, -0.153, -0.326, -0.177, -0.208, -0.211, -0.164, 0.094, -0.172, -0.139, -0.143, -0.169, -0.139, 0.052, 0.060, 0.028, 0.078, 0.090, 0.079, 0.079, 0.088, 0.091, 0.096, 0.096, 0.091, 0.097], "total_charge": -1, "orbital_gap_ev": [2.1, 2.9], "lumo_ev": [2.44, 1.11], "multiplicity": 5}